Entry from the OMol25 dataset: a molecular structure, C5H12O in a non-equilibrium geometry (wB97M-V/def2-TZVPD).

Results
Energy: -7421.8923 eV
ΔE to the lowest compared entry with this formula, charge and spin: 124.97 kcal per mole
Frontier orbital gap: 0.2986 Eh

Each line ends with the Löwdin charge.
Atoms and positions in Å:
C1 -1.2098 -1.3169 1.7895  -0.084
C2 -0.4648 -1.6315 0.4264  -0.231
C3 -0.3038 -0.4297 -0.4093  -0.174
C4 0.9838 0.2007 -0.5698  -0.200
C5 1.2721 0.6281 -1.9780  -0.124
H1 -2.1928 -1.7967 1.8572  0.066
H2 -1.4531 -0.2719 1.9444  0.060
H3 -0.5399 -1.5890 2.6008  0.066
H4 -1.1026 -2.3718 -0.0114  0.102
H5 0.5135 -2.0433 0.6314  0.101
H6 -1.1935 0.1109 -0.7442  0.129
H7 0.4918 0.3298 0.4839  0.119
H8 1.5381 -0.2908 -2.4838  0.077
H9 2.0777 1.3572 -2.1053  0.065
H10 0.3995 1.1017 -2.4558  0.079
H11 0.6185 3.3906 0.2519  0.044
H12 0.5233 1.9325 0.1878  -0.026
O1 0.0420 2.6900 0.5845  -0.070



Entry from the OMol25 dataset: a molecular structure, C16H34AgO6 in a non-equilibrium geometry (wB97M-V/def2-TZVPD).

Results
Expectation value of S²: 0.76
2S+1: 2
Energy: -33422.5574 eV
ΔE to the lowest compared entry with this formula, charge and spin: 15.14 kcal per mole
Frontier orbital gap (alpha / beta): 0.2463 / 0.1859 Eh

Each line ends with the Mulliken spin population.
Atoms and positions in Å:
Ag1 0.4203 -0.0039 -0.3758  0.324
C1 3.7889 -0.1360 2.6415  0.002
C2 2.8158 0.9166 2.1309  0.003
O1 1.9049 0.4698 1.2076  0.028
H1 3.3288 -1.0596 2.9985  0.000
H2 4.3647 0.2503 3.4927  0.001
H3 4.5263 -0.4206 1.8827  0.000
H4 3.3292 1.8386 1.7889  0.001
H5 2.2537 1.2958 3.0175  0.000
C3 -3.3268 -1.0759 -2.4018  -0.016
C4 -1.8374 -1.2813 -2.7112  -0.031
O2 -0.9233 -0.3941 -2.1966  0.580
H6 -3.7385 -0.1727 -2.8509  0.001
H7 -3.3936 -0.9701 -1.3189  0.004
H8 -3.8467 -1.9587 -2.7697  0.001
H9 -1.6339 -1.3363 -3.7911  0.049
H10 -1.5988 -2.3154 -2.4093  0.034
C5 -2.7220 -0.5047 2.9413  0.001
C6 -2.2085 -1.1591 1.6849  0.001
O3 -1.1917 -0.8054 1.1452  0.003
C7 -3.0487 -2.3075 1.1485  0.000
H11 -2.1922 0.4304 3.1134  0.000
H12 -2.6446 -1.1872 3.7844  0.000
H13 -3.7605 -0.2039 2.7754  0.000
H14 -4.0774 -1.9431 1.1939  0.000
H15 -3.0254 -3.1497 1.8495  0.000
H16 -2.7358 -2.7173 0.1943  0.000
C8 1.7071 -3.6946 1.2839  -0.001
C9 1.2401 -3.3279 -0.0794  0.000
O4 1.0584 -2.1857 -0.4225  0.005
C10 0.7666 -4.4880 -0.9410  0.003
H17 0.8434 -3.9997 1.8849  0.000
H18 2.2708 -2.8855 1.7406  0.000
H19 2.2489 -4.6466 1.2806  0.000
H20 0.2678 -4.0951 -1.8311  -0.001
H21 -0.0405 -5.0489 -0.4634  0.000
H22 1.5937 -5.1314 -1.2352  0.000
C11 2.9310 3.0269 -2.0612  0.000
C12 1.9268 2.0171 -2.5539  -0.001
O5 1.7851 1.0004 -1.9183  0.004
C13 1.1497 2.3073 -3.8033  0.003
H23 3.8652 2.8718 -2.6104  0.000
H24 3.1428 2.8337 -1.0106  0.000
H25 2.6183 4.0593 -2.2170  0.000
H26 1.6775 1.8592 -4.6488  0.000
H27 1.0396 3.3662 -4.0231  0.000
H28 0.1843 1.8145 -3.6762  -0.001
C14 -2.3739 3.1795 1.1726  0.001
C15 -1.0057 2.9555 0.5741  0.003
O6 -0.7791 1.9235 -0.0142  0.004
C16 0.1044 3.9344 0.8180  -0.002
H29 -2.3102 2.9869 2.2432  0.000
H30 -3.1390 2.5468 0.7287  0.000
H31 -2.6852 4.2054 0.9553  0.000
H32 1.0709 3.4554 0.6841  0.001
H33 0.0488 4.2900 1.8488  0.000
H34 -0.0345 4.7706 0.1292  0.000



Entry from the OMol25 dataset: 4 unconnected molecules or ions with the total composition C25H27F24IO8 in a non-equilibrium geometry (wB97M-V/def2-TZVPD).

Results
Energy: -116060.4638 eV
Structure (SMILES): CC(=O)OCC[C@H]1OC(=O)O[C@@H]1CCCI.FC(F)C(F)(F)COC(F)(F)C(F)F.FC(F)C(F)(F)COC(F)(F)C(F)F.FC(F)C(F)(F)COC(F)(F)C(F)F
Frontier orbital gap: 0.3523 Eh

Each line ends with the Löwdin charge.
Atoms and positions in Å:
C1 3.3428 0.8260 2.9787  0.015
C2 2.0303 1.2985 2.1511  -0.395
O1 1.3311 0.3872 1.6583  0.040
O2 1.7633 2.6884 2.1016  -0.064
C3 1.3146 3.1257 0.7977  -0.159
C4 0.2310 4.3359 0.9805  -0.052
C5 -0.5220 4.3242 2.3881  -0.222
O3 -1.0797 5.6623 2.6518  0.007
C6 -1.8896 5.4186 3.8147  -0.397
O4 -2.1364 6.3405 4.6130  0.110
O5 -2.3246 4.0504 3.8388  0.016
C7 -1.8646 3.4666 2.5750  -0.201
C8 -1.3195 1.9611 2.5814  -0.132
C9 -2.4084 0.8535 2.9847  -0.255
C10 -3.3373 0.3990 1.7274  -0.616
I1 -3.1539 -1.7393 1.2713  0.766
H1 3.8574 0.0553 2.3167  0.095
H2 2.9179 0.2937 3.9103  0.102
H3 4.0027 1.6984 3.2926  0.086
H4 2.1479 3.5733 0.1430  0.139
H5 0.7907 2.3300 0.1751  0.123
H6 -0.5829 4.1624 0.1783  0.135
H7 0.7127 5.3452 0.7437  0.128
H8 0.0573 4.1379 3.3524  0.170
H9 -2.6978 3.6368 1.8133  0.175
H10 -0.9758 1.7162 1.5069  0.122
H11 -0.4456 1.9203 3.3103  0.124
H12 -1.8474 -0.0908 3.3300  0.085
H13 -3.0513 1.2811 3.8304  0.103
H14 -3.0320 0.9940 0.8036  0.049
H15 -4.4354 0.5771 2.0246  0.051
F1 1.0989 -5.3379 -0.9675  0.098
C11 1.7674 -5.7266 -2.0673  -0.301
F2 2.7521 -6.5583 -1.6394  0.091
C12 2.3660 -4.5513 -2.8418  -0.427
F3 3.3009 -3.9053 -2.1057  0.130
F4 3.0310 -5.0661 -3.9222  0.086
C13 1.3562 -3.5201 -3.3891  -0.041
O6 1.1575 -2.3269 -2.6195  0.036
C14 0.2262 -2.3846 -1.5576  -0.503
F5 -0.4761 -3.5313 -1.6346  0.130
F6 -0.6612 -1.3897 -1.7880  0.129
C15 0.8807 -2.1713 -0.1886  -0.291
F7 1.8378 -3.0941 0.0578  0.094
F8 -0.0337 -2.2847 0.8030  0.011
H16 1.0902 -6.3109 -2.6979  0.175
H17 1.7804 -3.1561 -4.3297  0.148
H18 0.4068 -3.9800 -3.6758  0.146
H19 1.3413 -1.1834 -0.1235  0.151
F9 5.0724 -5.4901 -7.7690  0.095
C16 4.7172 -4.6367 -6.7908  -0.302
F10 3.9100 -3.7098 -7.3702  0.090
C17 5.9200 -3.9583 -6.1338  -0.432
F11 6.5856 -3.1791 -7.0202  0.128
F12 5.4404 -3.1090 -5.1761  0.101
C18 6.9279 -4.8955 -5.4352  -0.041
O7 8.1056 -5.2562 -6.1714  0.033
C19 8.0070 -6.3471 -7.0633  -0.506
F13 6.8419 -6.9910 -6.8633  0.137
F14 8.9785 -7.2150 -6.6975  0.143
C20 8.2219 -5.9345 -8.5236  -0.277
F15 7.3259 -5.0045 -8.9174  0.096
F16 8.0690 -6.9980 -9.3505  0.097
H20 4.1198 -5.1811 -6.0542  0.155
H21 7.3164 -4.3334 -4.5811  0.150
H22 6.4440 -5.7695 -4.9916  0.146
H23 9.2225 -5.5220 -8.6702  0.175
F17 -6.9261 5.4912 3.2171  0.098
C21 -5.9046 4.6312 3.3796  -0.295
F18 -5.7482 3.9965 2.1869  0.084
C22 -6.1639 3.6176 4.4968  -0.427
F19 -7.2190 2.8201 4.2012  0.127
F20 -5.0788 2.7878 4.5683  0.092
C23 -6.3622 4.2129 5.9069  -0.038
O8 -7.7125 4.3852 6.3609  0.033
C24 -8.3815 5.5694 5.9793  -0.506
F21 -7.5021 6.4299 5.4340  0.138
F22 -8.8011 6.1460 7.1292  0.143
C25 -9.5920 5.2974 5.0796  -0.276
F23 -9.2393 4.6470 3.9501  0.095
F24 -10.1749 6.4593 4.6945  0.097
H24 -4.9926 5.2053 3.5700  0.166
H25 -5.9448 3.4793 6.6026  0.150
H26 -5.7632 5.1135 6.0655  0.148
H27 -10.3370 4.6910 5.5992  0.175



Entry from the OMol25 dataset: 2 unconnected molecules or ions with the total composition C5H6OS in a non-equilibrium geometry (wB97M-V/def2-TZVPD).

Results
Energy: -18159.5204 eV
ΔE to the lowest compared entry with this formula, charge and spin: 118.01 kcal per mole
Frontier orbital gap (alpha / beta): 0.2532 / 0.3183 Eh

Each line ends with the Löwdin charge.
Atoms and positions in Å:
C1 -1.1603 -0.7347 -0.2009  -0.057
C2 -1.0201 -1.8193 -0.9866  -0.156
C3 0.9966 -1.4487 -0.2779  -0.080
C4 0.1903 -0.4236 0.3137  -0.292
C5 0.7279 0.6813 1.1030  -0.554
O1 0.2682 -2.2053 -1.0903  -0.013
S1 -0.2355 1.7127 2.0221  0.754
H1 -2.2005 -0.2131 -0.0217  0.144
H2 -1.7749 -2.5849 -1.4318  0.160
H3 2.0352 -1.5876 -0.3567  0.115
H4 1.7378 0.6613 1.3371  0.029
H5 0.5318 2.1215 -1.3624  0.097
H6 -1.2585 1.8655 1.2023  -0.147



What is the formula in the first record? C5H12O



Which value of energy does entry 1 give? -7421.8923 eV